No. 1
The following is a quantum chemistry calculation of a single C15H13ClN2O3 molecule, from OMol25.

Calculated values
E_tot: -37412.9048 eV
LUMO level: 0.0174 Ha
highest occupied orbital energy: -8.51 eV
ΔE to the lowest compared entry with this formula, charge and spin: 0.0 kcal/mol
structure (SMILES): O=C(O)Cc1ccc(NC(=O)Nc2cccc(Cl)c2)cc1

The geometry in ORCA input format:
```
! wB97M-V def2-TZVPD RIJCOSX def2/J DEFGRID3
* xyz 0 1
O -4.115 -2.465 0.006
C -4.650 -1.401 0.158
O -5.339 -1.086 1.260
C -4.597 -0.244 -0.816
C -3.282 0.455 -0.581
C -2.137 0.044 -1.249
C -0.918 0.649 -1.007
C -0.816 1.672 -0.065
N 0.391 2.317 0.212
C 1.685 1.837 0.245
O 2.614 2.608 0.331
N 1.778 0.470 0.227
C 2.927 -0.317 0.195
C 2.768 -1.701 0.269
C 3.870 -2.531 0.226
C 5.146 -2.005 0.107
C 5.292 -0.630 0.032
Cl 6.874 0.046 -0.118
C 4.203 0.223 0.074
C -1.971 2.098 0.590
C -3.186 1.493 0.338
H -5.332 -1.822 1.893
H -5.434 0.425 -0.623
H -4.642 -0.636 -1.831
H -2.199 -0.754 -1.973
H -0.053 0.348 -1.579
H 0.328 3.293 0.465
H 0.912 -0.043 0.313
H 1.776 -2.122 0.360
H 3.737 -3.600 0.284
H 6.010 -2.648 0.073
H 4.335 1.291 0.021
H -1.907 2.908 1.303
H -4.069 1.828 0.861
*
```

No. 2
The following is a quantum chemistry calculation of 2 unconnected molecules or ions with the total composition C15H13ClNO5P in a non-equilibrium geometry, from OMol25.

Calculated values
E_tot: -49304.6133 eV
LUMO level: -0.0405 Ha
highest occupied orbital energy: -9.64 eV
structure (SMILES): O=C1O[C@H](c2cccnc2)C[C@H]1P(O)Cl.O=C1C=CC(=O)C=C1

The geometry in ORCA input format:
```
! wB97M-V def2-TZVPD RIJCOSX def2/J DEFGRID3
* xyz 0 1
O 0.684 -0.414 0.247
C 0.880 -0.175 -0.910
O 0.232 0.793 -1.614
C -0.123 0.200 -2.923
C -1.576 -0.177 -2.828
C -2.020 -1.291 -2.124
C -3.381 -1.519 -2.055
C -4.251 -0.640 -2.686
N -3.843 0.421 -3.374
C -2.535 0.635 -3.425
C 0.849 -0.988 -3.100
C 1.800 -0.862 -1.903
P 3.265 0.252 -2.294
O 2.571 1.353 -3.296
Cl 3.364 1.355 -0.581
H 0.022 1.019 -3.620
H -1.328 -1.956 -1.622
H -3.773 -2.362 -1.501
H -5.320 -0.806 -2.629
H -2.206 1.511 -3.976
H 1.425 -0.865 -4.019
H 0.350 -1.952 -3.090
H 2.217 -1.784 -1.502
H 2.959 1.243 -4.172
O 2.014 -1.542 3.892
C 1.462 -0.568 4.356
C 0.873 0.482 3.485
C 0.272 1.548 4.007
C 0.162 1.736 5.474
O -0.387 2.707 5.950
C 0.751 0.686 6.345
C 1.352 -0.381 5.827
H 0.958 0.329 2.416
H -0.164 2.327 3.394
H 0.659 0.844 7.412
H 1.788 -1.160 6.440
*
```

No. 3
The following is a quantum chemistry calculation of a molecular structure, C15H13CsN2O3, from OMol25.

Calculated values
E_tot: -25436.2198 eV
LUMO level: 0.1632 Ha
highest occupied orbital energy: -1.09 eV
ΔE to the lowest compared entry with this formula, charge and spin: 0.0 kcal/mol

The geometry in ORCA input format:
```
! wB97M-V def2-TZVPD RIJCOSX def2/J DEFGRID3
* xyz -2 1
Cs -1.030 0.786 2.237
O -0.758 3.196 0.904
C -0.192 3.774 -0.069
C -0.192 5.208 -0.180
C 0.371 5.882 -1.239
C 0.992 5.197 -2.286
C 1.024 3.810 -2.208
C 0.482 3.083 -1.150
C 0.629 1.621 -1.254
N 0.443 0.765 -0.335
N 0.740 -0.561 -0.695
C -0.285 -1.372 -0.566
O -1.484 -1.132 -0.271
C 0.069 -2.829 -0.851
C 1.367 -3.259 -1.119
C 1.634 -4.598 -1.366
C 0.605 -5.534 -1.352
C -0.692 -5.114 -1.085
C -0.954 -3.772 -0.836
H -0.684 5.743 0.625
H 0.325 6.969 -1.261
H 1.431 5.720 -3.127
H 1.498 3.244 -3.007
H 0.967 1.258 -2.235
H 2.150 -2.512 -1.125
H 2.652 -4.916 -1.568
H 0.815 -6.581 -1.544
H -1.503 -5.835 -1.066
H -1.950 -3.412 -0.614
C -1.691 -0.960 5.723
O -1.478 -0.090 4.707
H -1.701 -0.500 6.747
H -0.928 -1.775 5.798
H -2.671 -1.501 5.668
*
```

No. 4
The following is a quantum chemistry calculation of a single C15H13N3O3S3 molecule in a non-equilibrium geometry, from OMol25.

Calculated values
E_tot: -58884.1221 eV
LUMO level: -0.0017 Ha
highest occupied orbital energy: -8.86 eV
ΔE to the lowest compared entry with this formula, charge and spin: 0.0 kcal/mol
structure (SMILES): O=C(Nc1nccs1)c1ccc(S(=O)(=O)NCc2cccs2)cc1

The geometry in ORCA input format:
```
! wB97M-V def2-TZVPD RIJCOSX def2/J DEFGRID3
* xyz 0 1
O 3.012 4.567 -0.185
C 2.719 3.527 -0.724
N 3.246 3.213 -1.954
C 2.951 2.210 -2.838
N 3.656 2.030 -3.901
C 3.169 1.026 -4.666
C 2.054 0.420 -4.190
S 1.568 1.131 -2.691
C 1.820 2.505 -0.107
C 0.481 2.806 0.120
C -0.339 1.867 0.723
C 0.194 0.654 1.109
S -0.868 -0.599 1.817
O -0.114 -1.407 2.726
O -2.085 0.013 2.268
N -1.154 -1.510 0.426
C -1.303 -2.943 0.652
C -2.548 -3.261 1.408
C -2.718 -3.301 2.757
C -4.059 -3.531 3.138
C -4.892 -3.653 2.075
S -4.057 -3.489 0.581
C 1.530 0.356 0.923
C 2.350 1.286 0.310
H 3.938 3.871 -2.303
H 3.681 0.778 -5.577
H 1.495 -0.391 -4.608
H 0.092 3.766 -0.181
H -1.382 2.063 0.913
H -1.952 -1.121 -0.058
H -1.286 -3.441 -0.321
H -0.431 -3.243 1.236
H -1.908 -3.161 3.449
H -4.385 -3.600 4.160
H -5.949 -3.829 2.066
H 1.904 -0.594 1.266
H 3.397 1.073 0.155
*
```

No. 5
The following is a quantum chemistry calculation of a single C15H13NO4 molecule in a non-equilibrium geometry, from OMol25.

Calculated values
E_tot: -25442.1569 eV
LUMO level: -0.0425 Ha
highest occupied orbital energy: -9.17 eV
ΔE to the lowest compared entry with this formula, charge and spin: 115.7 kcal/mol
structure (SMILES): CCc1ccc(C(=O)/C=C/c2ccc([N+](=O)[O-])o2)cc1

The geometry in ORCA input format:
```
! wB97M-V def2-TZVPD RIJCOSX def2/J DEFGRID3
* xyz 0 1
C -3.636 -3.138 0.574
C -4.109 -2.029 -0.369
C -3.207 -0.836 -0.257
C -2.078 -0.723 -1.063
C -1.212 0.344 -0.928
C -1.461 1.333 0.023
C -0.584 2.511 0.194
O -1.009 3.590 0.558
C 0.863 2.335 -0.066
C 1.531 1.198 0.171
C 2.948 1.037 0.007
C 3.946 1.911 -0.398
C 5.144 1.188 -0.373
C 4.800 -0.080 0.044
N 5.608 -1.222 0.244
O 5.068 -2.243 0.611
O 6.797 -1.086 0.026
O 3.480 -0.169 0.273
C -2.608 1.237 0.812
C -3.460 0.160 0.680
H -3.644 -2.789 1.604
H -2.623 -3.444 0.323
H -4.289 -4.004 0.496
H -4.106 -2.403 -1.394
H -5.131 -1.747 -0.108
H -1.881 -1.480 -1.808
H -0.357 0.427 -1.584
H 1.385 3.235 -0.361
H 1.015 0.315 0.524
H 3.823 2.937 -0.673
H 6.130 1.524 -0.620
H -2.806 2.017 1.531
H -4.338 0.091 1.306
*
```

No. 6
The following is a quantum chemistry calculation of a single C15H13NOS molecule, from OMol25.

Calculated values
E_tot: -30139.1777 eV
LUMO level: 0.0076 Ha
highest occupied orbital energy: -7.53 eV
structure (SMILES): CC(=O)c1ccc2c(c1)N(C)c1ccccc1S2

The geometry in ORCA input format:
```
! wB97M-V def2-TZVPD RIJCOSX def2/J DEFGRID3
* xyz 0 1
C -4.275 -1.371 -0.173
C -4.066 0.120 -0.309
O -4.987 0.863 -0.571
C -2.691 0.637 -0.106
C -2.499 2.017 -0.167
C -1.239 2.547 0.008
C -0.160 1.716 0.268
C -0.322 0.326 0.340
C -1.596 -0.194 0.133
N 0.759 -0.505 0.629
C 0.503 -1.841 1.109
C 2.029 -0.198 0.142
C 2.918 -1.196 -0.255
C 4.189 -0.883 -0.704
C 4.599 0.434 -0.793
C 3.723 1.441 -0.427
C 2.460 1.128 0.043
S 1.411 2.461 0.563
H -5.330 -1.594 -0.311
H -3.698 -1.900 -0.929
H -3.962 -1.709 0.812
H -3.351 2.652 -0.352
H -1.076 3.613 -0.033
H -1.736 -1.261 0.155
H 1.381 -2.192 1.650
H -0.334 -1.808 1.807
H 0.272 -2.552 0.308
H 2.618 -2.231 -0.219
H 4.857 -1.681 -0.992
H 5.589 0.680 -1.143
H 4.015 2.478 -0.483
*
```